11
Properties=species:S:1:pos:R:3:mulliken_charge:R:1 method="wB97M-V/def2-TZVPD" e_homo_ev=-9.72 lumo_energy_ev=1.19 total_charge=0 de_lowest_kj_mol=227.5 smiles="C=C[C@H]1CO1"
C -1.690 0.576 -0.079 -0.487
C -0.877 -0.489 0.144 -0.295
C 0.505 -0.233 0.681 0.109
C 1.537 -0.132 -0.434 -0.437
O 1.059 1.030 0.186 -0.369
H -1.264 1.690 0.204 0.198
H -2.679 0.317 -0.593 0.245
H -1.253 -1.586 -0.218 0.228
H 0.836 -0.464 1.793 0.291
H 1.236 -0.309 -1.428 0.272
H 2.590 -0.400 -0.255 0.245